Arrangement i

The following is a DFT calculation (ωB97M-V with the def2-TZVPD basis set) of an isolated molecule of C4H7N2O3P.

Results
- Kohn-Sham gap: 9.655 eV
- HOMO energy: -9.491 eV

```
! RIJCOSX wB97M-V def2-TZVPD def2/J DEFGRID3
* xyz 0 1
C 0.34 0.67 0.81
C -0.10 0.50 -1.58
C 0.77 2.01 1.36
C -1.14 -2.00 -0.35
N 1.44 -0.17 -3.29
N 0.72 0.12 -2.38
O -2.84 0.10 -1.18
O 1.00 -0.33 0.70
O -1.05 0.68 0.69
P -1.46 -0.17 -0.66
H -0.03 2.79 1.15
H 1.01 1.79 2.43
H 1.74 2.26 0.92
H -1.75 -2.31 0.47
H -1.44 -2.48 -1.20
H -0.16 -2.18 -0.17
H 2.45 -0.41 -3.12
*
```

=====

Arrangement ii

The following is a DFT calculation (ωB97M-V with the def2-TZVPD basis set) of a structure of composition C4H7N2O3P.

Results
- Kohn-Sham gap (alpha / beta): 8.268 / 8.268 eV
- HOMO energy (alpha / beta): -9.591 / -9.590 eV

```
! RIJCOSX wB97M-V def2-TZVPD def2/J DEFGRID3
* xyz 0 1
C 1.61 -1.27 -0.55
C -0.11 -0.34 -0.67
C 2.13 -1.15 0.79
C -1.66 1.91 0.38
N -1.72 -0.89 -2.41
N -0.84 -0.59 -1.61
O 1.00 1.60 0.85
O 1.76 -1.80 -1.54
O -0.53 -0.19 1.92
P -0.29 0.80 0.90
H 2.66 -0.10 0.83
H 1.30 -1.10 1.36
H 2.79 -1.89 0.92
H -1.62 2.61 1.24
H -1.25 2.29 -0.65
H -2.63 1.44 0.46
H -2.59 -1.33 -2.21
*
```

=====

The winner here is arrangement i, beating the second structure by 41.6 kcal/mol.

=====

Arrangement i

The following is a DFT calculation (ωB97M-V with the def2-TZVPD basis set) of a cluster of 2 separate species, C9H13NO2 in total.

Results
- SMILES: Cc1ccc(O)cc1.CC(N)=O
- Kohn-Sham gap: 9.001 eV
- HOMO energy: -8.270 eV

```
! RIJCOSX wB97M-V def2-TZVPD def2/J DEFGRID3
* xyz 0 1
C -0.61 2.51 -0.52
C -1.66 0.37 -0.41
C -1.01 1.42 0.32
C -1.98 -0.77 0.25
C -0.81 1.32 1.64
C -2.00 -0.80 1.70
C -1.41 0.29 2.39
O -2.56 -1.96 2.14
H -1.81 0.47 -1.51
H -2.31 -1.54 -0.23
H -1.39 3.14 -0.93
H 0.10 2.32 -1.51
H -0.12 2.01 2.14
H -1.56 0.33 3.52
H -2.97 -1.83 3.00
H -0.01 3.19 0.02
C 2.19 -0.22 -0.98
C 2.26 -1.34 -1.99
O 1.68 -1.22 -3.04
N 2.96 -2.36 -1.47
H 3.10 0.04 -0.26
H 1.47 -0.53 -0.21
H 2.93 -3.30 -1.81
H 3.59 -2.29 -0.70
H 1.94 0.74 -1.56
*
```

=====

Arrangement ii

The following is a DFT calculation (ωB97M-V with the def2-TZVPD basis set) of an isolated molecule of C9H13NO2.

Results
- SMILES: CN1C(=O)CC2(CCCC2)C1=O
- Kohn-Sham gap (alpha / beta): 9.319 / 9.318 eV
- HOMO energy (alpha / beta): -9.281 / -9.280 eV

```
! RIJCOSX wB97M-V def2-TZVPD def2/J DEFGRID3
* xyz 0 1
C -0.58 -0.77 -0.09
C -2.20 0.83 -0.02
C -0.82 1.51 -0.11
C 2.59 -0.06 -0.68
C 2.35 -0.36 0.87
C 1.25 0.44 -1.22
C 1.15 0.47 1.18
C 0.21 0.44 -0.11
C -3.08 -1.43 -0.02
N -1.89 -0.49 -0.02
O -0.21 -2.40 -0.16
O -3.28 1.34 0.05
H -0.87 2.06 -1.03
H -0.76 2.04 0.73
H 3.31 0.71 -0.58
H 3.00 -0.94 -1.14
H 2.26 -1.40 1.02
H 3.17 -0.05 1.56
H 1.50 1.37 -1.71
H 0.98 -0.12 -2.03
H 0.57 0.08 1.98
H 1.29 1.59 1.39
H -2.61 -2.19 0.55
H -3.43 -1.59 -0.98
H -3.88 -1.07 0.58
*
```

=====

Arrangement iii

The following is a DFT calculation (ωB97M-V with the def2-TZVPD basis set) of an isolated molecule of C9H13NO2.

Results
- SMILES: C[N+](C)(C)c1cccc(O)c1[O-]
- Kohn-Sham gap: 6.990 eV
- HOMO energy: -6.614 eV

```
! RIJCOSX wB97M-V def2-TZVPD def2/J DEFGRID3
* xyz 0 1
C -1.54 0.86 2.47
C -0.75 0.02 1.69
C -2.10 1.99 1.91
C -0.38 0.40 0.42
C -1.07 1.77 -0.35
C -1.80 2.46 0.59
C 1.80 0.29 -0.76
C -0.36 -0.74 -1.58
C 1.00 -1.72 0.13
N 0.52 -0.47 -0.44
O -0.90 2.08 -1.54
O -2.50 3.55 0.15
H -1.61 0.54 3.43
H -0.66 -1.00 2.08
H -2.56 2.73 2.52
H 2.20 0.76 0.12
H 2.59 -0.36 -1.27
H 1.58 1.22 -1.38
H 0.25 -1.19 -2.43
H -1.18 -1.29 -1.33
H -0.71 0.28 -1.91
H 1.74 -2.09 -0.58
H 1.80 -1.70 1.01
H 0.09 -2.26 0.30
H -2.23 3.76 -0.77
*
```

=====

The winner here is arrangement i, beating the second structure by 49.3 kcal/mol.

=====

Arrangement i

The following is a DFT calculation (ωB97M-V with the def2-TZVPD basis set) of a cluster of 2 separate species, C9H13NO2 in total.

Results
- SMILES: Cc1ccc(O)cc1.CC(N)=O
- Kohn-Sham gap: 9.134 eV
- HOMO energy: -8.474 eV

```
! RIJCOSX wB97M-V def2-TZVPD def2/J DEFGRID3
* xyz 0 1
C 0.84 3.19 1.04
C -0.33 3.93 1.73
O -1.28 4.42 1.19
N -0.28 3.52 3.07
H -0.98 3.74 3.76
H 0.62 3.36 3.47
H 1.08 2.34 1.68
H 1.78 3.71 0.82
H 0.66 2.58 0.15
C 0.58 -0.28 -2.81
C -0.69 -3.24 0.19
C 0.66 -2.84 0.13
C -1.61 -2.45 -0.52
C 0.97 -1.89 -0.88
C -1.21 -1.50 -1.42
C 0.11 -1.14 -1.71
O -1.15 -4.31 0.87
H -0.70 -4.41 1.71
H 1.53 -3.20 0.65
H -2.68 -2.60 -0.45
H 2.04 -1.78 -1.04
H -2.02 -0.86 -1.78
H -0.12 -0.55 -3.63
H 1.55 -0.55 -3.26
H 0.63 0.81 -2.97
*
```

=====

Arrangement ii

The following is a DFT calculation (ωB97M-V with the def2-TZVPD basis set) of a cluster of 2 separate species, C9H13NO2 in total.

Results
- SMILES: Cc1ccc(O)cc1.CC(N)=O
- Kohn-Sham gap: 9.021 eV
- HOMO energy: -8.532 eV

```
! RIJCOSX wB97M-V def2-TZVPD def2/J DEFGRID3
* xyz 0 1
C 2.37 -1.67 -0.75
C 2.80 -2.37 0.55
O 2.67 -3.59 0.76
N 3.06 -1.51 1.71
H 2.91 -1.87 2.65
H 2.82 -0.60 1.83
H 1.36 -1.33 -0.80
H 2.52 -2.44 -1.61
H 3.00 -0.84 -0.92
C -3.31 0.61 -1.78
C -0.51 -0.15 0.65
C -0.15 1.16 1.06
C -1.54 -0.17 -0.28
C -2.30 0.87 -0.75
C -0.69 2.38 0.40
C -1.82 2.16 -0.47
O 0.96 1.22 1.88
H 0.06 -1.02 0.92
H -1.80 -1.34 -0.61
H -0.45 3.40 0.45
H 1.44 2.09 1.99
H -3.85 -0.35 -1.70
H -3.03 0.99 -2.74
H -2.39 2.96 -0.98
H -4.12 1.41 -1.46
*
```

=====

The winner here is arrangement i, beating the second structure by 13.4 kcal/mol.

=====

Arrangement i

The following is a DFT calculation (ωB97M-V with the def2-TZVPD basis set) of a cluster of 2 separate species, C9H13NO2 in total.

Results
- SMILES: Cc1ccc(O)cc1.CC(N)=O
- Kohn-Sham gap: 8.972 eV
- HOMO energy: -8.326 eV

```
! RIJCOSX wB97M-V def2-TZVPD def2/J DEFGRID3
* xyz 0 1
C 2.36 1.42 -3.06
C 2.49 0.42 -1.96
O 2.91 0.76 -0.88
N 2.41 -0.95 -2.21
H 2.66 1.12 -4.07
H 2.96 2.31 -2.86
H 2.53 -1.66 -1.51
H 2.29 -1.34 -3.13
H 1.33 1.76 -3.13
C -1.97 2.18 -0.26
C -0.51 0.23 0.19
C -1.67 0.93 0.49
C -0.28 -0.97 0.87
C -1.08 -1.36 1.92
C -2.54 0.42 1.44
C -2.27 -0.71 2.20
O -0.84 -2.55 2.62
H 0.03 0.36 -0.73
H 0.42 -1.68 0.43
H -2.93 2.60 0.05
H -1.86 2.21 -1.34
H -3.29 1.09 1.86
H -0.12 -2.98 2.13
H -2.85 -1.00 3.06
H -1.31 3.02 0.03
*
```

=====

Arrangement ii

The following is a DFT calculation (ωB97M-V with the def2-TZVPD basis set) of a cluster of 2 separate species, C9H13NO2 in total.

Results
- SMILES: Cc1ccc(O)cc1.CC(N)=O
- Kohn-Sham gap: 9.576 eV
- HOMO energy: -8.910 eV

```
! RIJCOSX wB97M-V def2-TZVPD def2/J DEFGRID3
* xyz 0 1
C 0.23 -2.58 2.65
C 1.56 -2.24 2.06
O 2.62 -2.59 2.55
N 1.51 -1.40 0.98
H 2.34 -1.09 0.51
H 0.64 -1.12 0.55
H -0.65 -2.30 2.06
H 0.10 -2.11 3.63
H 0.13 -3.66 2.79
C -2.23 -0.43 -0.32
C 0.79 2.16 -1.81
C -0.37 1.97 -2.54
C 0.84 1.80 -0.48
C -1.41 1.25 -2.00
C -0.22 1.08 0.04
C -1.27 0.64 -0.76
O 1.85 2.77 -2.45
H 2.21 3.51 -1.95
H -0.39 2.39 -3.54
H 1.64 2.14 0.16
H -2.31 1.13 -2.60
H -0.24 0.81 1.09
H -3.22 -0.33 -0.74
H -2.37 -0.45 0.77
H -1.79 -1.37 -0.65
*
```

=====

The winner here is arrangement ii, beating the second structure by 13.7 kcal/mol.

=====

Arrangement i

The following is a DFT calculation (ωB97M-V with the def2-TZVPD basis set) of a cluster of 2 separate species, C5H6N2O3 in total.

Results
- Kohn-Sham gap: 10.507 eV
- HOMO energy: -9.794 eV

```
! RIJCOSX wB97M-V def2-TZVPD def2/J DEFGRID3
* xyz 0 1
C -0.17 0.45 -1.19
C 1.71 3.90 -0.90
C -0.84 -1.04 0.81
C -2.22 -1.47 0.78
C 1.97 0.12 0.03
N -0.65 0.17 0.10
N 0.76 0.80 -0.27
O -0.50 0.43 -2.31
O 0.81 3.25 -1.07
O 0.02 -1.49 1.55
H -2.20 -2.59 1.08
H -2.56 -1.41 -0.30
H -3.00 -0.86 1.38
H 2.76 0.79 0.03
H 1.92 -0.30 0.94
H 2.19 -0.75 -0.65
*
```

=====

Arrangement ii

The following is a DFT calculation (ωB97M-V with the def2-TZVPD basis set) of an isolated molecule of C5H6N2O3.

Results
- SMILES: Nc1cnoc1CC(=O)O
- Kohn-Sham gap: 9.550 eV
- HOMO energy: -9.084 eV

```
! RIJCOSX wB97M-V def2-TZVPD def2/J DEFGRID3
* xyz 0 1
O 3.12 0.31 -0.52
C 2.01 0.03 -0.16
C 1.11 1.04 0.55
C -0.31 0.61 0.60
C -1.09 0.22 -0.47
N -0.50 -0.34 -1.60
C -2.33 -0.10 0.16
N -2.21 -0.10 1.46
O -0.93 0.26 1.75
H 1.52 1.21 1.55
H 1.18 1.99 -0.01
H -1.11 -0.49 -2.38
H -3.23 -0.50 -0.30
H 0.15 -1.24 -1.34
O 1.70 -1.42 0.07
H 0.92 -1.48 0.64
*
```

=====

Arrangement iii

The following is a DFT calculation (ωB97M-V with the def2-TZVPD basis set) of a cluster of 2 separate species, C5H6N2O3 in total.

Results
- SMILES: N#CC(=O)C(=O)[C@H]1CN1.O
- Kohn-Sham gap: 9.091 eV
- HOMO energy: -10.810 eV

```
! RIJCOSX wB97M-V def2-TZVPD def2/J DEFGRID3
* xyz 0 1
O 1.19 -1.76 -0.14
C 1.04 -1.16 0.89
C 2.24 -0.76 1.69
N 3.15 -0.16 2.07
C -0.21 -0.29 1.15
O -0.47 -0.05 2.30
C -0.73 0.48 0.00
C -2.13 0.15 -0.44
N -1.83 1.40 0.22
H 0.01 0.79 -0.74
H -2.34 0.20 -1.50
H -2.66 -0.62 0.13
H -2.11 1.38 1.20
O 1.91 0.04 -2.47
H 1.36 -0.59 -1.99
H 1.56 0.96 -2.35
*
```

=====

The winner here is arrangement ii, beating the second structure by 10.2 kcal/mol.

=====

Arrangement i

The following is a DFT calculation (ωB97M-V with the def2-TZVPD basis set) of a cluster of 2 separate species, C5H6N2O3 in total.

Results
- Kohn-Sham gap: 11.181 eV
- HOMO energy: -10.666 eV

```
! RIJCOSX wB97M-V def2-TZVPD def2/J DEFGRID3
* xyz 0 1
O -1.39 -0.61 1.96
C -0.53 -0.55 1.13
O 1.32 0.35 1.33
C 1.03 0.78 0.01
C 1.85 0.04 -0.99
N 2.45 -0.71 -1.64
C -0.45 0.41 -0.02
C -1.43 0.37 -1.14
N -1.44 1.45 -0.17
H 1.17 1.86 -0.12
H -1.07 0.63 -2.14
H -2.20 -0.40 -1.07
H -2.17 1.34 0.52
O 0.48 -1.95 0.97
H 1.60 -0.94 1.31
H 0.77 -2.06 0.06
*
```

=====

Arrangement ii

The following is a DFT calculation (ωB97M-V with the def2-TZVPD basis set) of a cluster of 2 separate species, C5H6N2O3 in total.

Results
- SMILES: Oc1ccccn1.O=NO
- Kohn-Sham gap: 10.148 eV
- HOMO energy: -9.728 eV

```
! RIJCOSX wB97M-V def2-TZVPD def2/J DEFGRID3
* xyz 0 1
C -1.62 1.02 1.35
C -2.16 1.44 0.14
C -0.55 0.19 1.35
C -1.46 1.06 -1.00
C -0.28 0.35 -0.87
N 0.14 -0.07 0.30
N 2.86 -2.20 -0.57
O 3.93 -2.77 -0.65
O 2.66 -1.59 0.65
O 0.45 -0.06 -1.96
H -2.23 0.95 2.21
H -3.07 1.91 -0.07
H -0.09 -0.05 2.35
H -1.68 1.33 -2.02
H 1.67 -1.22 0.63
H 1.42 -0.28 -1.84
*
```

=====

The winner here is arrangement ii, beating the second structure by 27.7 kcal/mol.